# 1
Computed, not measured: the molecule C3H6N2O2, with wB97M-V/def2-TZVPD.

Atoms and positions in Å:
N1 0.36291 -1.82810 -0.93121
C1 0.21928 -0.66475 -0.31944
O1 -0.21147 0.30052 -1.09783
C2 0.34046 -0.47125 1.15660
O2 -0.94851 -0.12783 1.33703
C3 -0.64073 1.47708 -0.43465
N2 0.21441 2.37625 -0.26645
H1 0.04836 -1.95695 -1.88313
H2 0.76177 -2.60970 -0.43436
H3 1.12701 0.27786 1.39826
H4 0.66399 -1.43710 1.61016
H5 -1.71406 1.46602 -0.28025
H6 -0.22343 3.19795 0.14527

The relative energy (zero: lowest compared OMol25 entry of this formula, charge and spin) is 3.862 eV. The calculation puts the orbital gap at 8.80 eV. The value obtained for the HOMO energy is -8.221 eV.



# 2
Computed, not measured: a cluster of 11 separate species, C12H47BF4N3O10 in total in a non-equilibrium geometry, with wB97M-V/def2-TZVPD.

Atoms and positions in Å:
B1 -0.29983 -0.69540 -0.51640
F1 -1.49507 -1.10585 -1.10972
F2 0.32698 -1.75571 0.14073
F3 0.50998 -0.24927 -1.59616
F4 -0.53512 0.39574 0.29948
C1 6.11496 -0.45577 -2.22604
C2 5.18315 -1.23827 -1.33049
C3 4.26786 -0.43773 -0.37610
O1 5.05244 0.02917 0.68358
C4 4.36360 0.30125 1.90063
N1 4.30388 -2.05438 -2.15588
H1 6.79033 -1.12314 -2.76425
H2 6.72136 0.29636 -1.71779
H3 5.55319 0.08692 -2.99141
H4 5.81740 -1.88422 -0.71816
H5 3.46245 -1.09854 -0.04578
H6 3.82900 0.34987 -0.99748
H7 3.55141 1.02231 1.77461
H8 5.00119 0.93500 2.52006
H9 4.06540 -0.62304 2.39409
H10 3.83069 -1.35504 -2.72840
H11 4.84589 -2.52531 -2.87479
C5 -5.61949 3.26578 0.41783
C6 -4.32614 2.76985 -0.26315
C7 -3.25549 3.87387 -0.34527
O2 -2.48453 3.71314 -1.54525
C8 -1.74241 4.84896 -1.93174
N2 -3.72793 1.62949 0.42633
H12 -6.16253 4.00345 -0.17507
H13 -5.50075 3.77176 1.38046
H14 -6.28064 2.42860 0.64330
H15 -4.59756 2.38676 -1.24686
H16 -2.51151 3.96058 0.45171
H17 -3.76825 4.84389 -0.35694
H18 -2.23528 5.79963 -1.70801
H19 -1.38165 4.82189 -2.95687
H20 -0.89961 4.82914 -1.22975
H21 -3.40220 1.93437 1.33602
H22 -2.88470 1.44437 -0.10795
C9 -2.74234 0.30050 3.34299
C10 -2.11293 -1.04274 3.80280
C11 -1.40197 -1.76796 2.67332
O3 -1.04032 -3.05570 3.12826
C12 0.31485 -3.39043 2.84317
N3 -1.14319 -0.68407 4.83461
H23 -3.30487 0.08455 2.43380
H24 -1.93948 0.98814 3.06746
H25 -3.34330 0.84645 4.06870
H26 -2.74036 -1.82533 4.23342
H27 -0.58831 -1.19229 2.22288
H28 -2.08122 -1.87245 1.81978
H29 0.49177 -4.39605 3.22294
H30 0.99732 -2.68478 3.32572
H31 0.62076 -3.42969 1.79678
H32 -0.64440 -1.56487 4.92724
H33 -0.47947 0.05275 4.64640
O4 0.49582 -1.06586 -4.17856
H34 0.54246 -0.93739 -3.21888
H35 0.06276 -1.91541 -4.28286
O5 1.37604 2.21662 -0.11683
H36 0.55328 2.01775 0.33965
H37 1.75214 1.35747 -0.30889
O6 1.70545 -4.69659 -0.08343
H38 1.27131 -3.89278 -0.39327
H39 2.62464 -4.58609 -0.33923
O7 1.60637 -2.95515 -2.05882
H40 1.38513 -2.26930 -1.41159
H41 2.54749 -2.84549 -2.27818
O8 -2.42150 -3.35225 0.50947
H42 -1.88977 -2.62967 0.15312
H43 -2.38222 -4.03317 -0.16602
O9 0.30673 2.49750 -2.99337
H44 0.23492 1.53793 -2.99777
H45 -0.49767 2.79611 -2.56296
O10 -2.94419 0.40815 -2.99468
H46 -3.30071 -0.47199 -3.13354
H47 -2.37152 0.31310 -2.22671

The relative energy (zero: lowest compared OMol25 entry of this formula, charge and spin) is 1.567 eV. The calculation puts the orbital gap at 8.88 eV. The value obtained for the HOMO energy is -6.237 eV. As for the net charge: -1.



# 3
Computed, not measured: a cluster of 6 separate species, C3H16O6S in total in a non-equilibrium geometry, with wB97M-V/def2-TZVPD.

Atoms and positions in Å:
O1 -0.85965 -0.13084 -2.82365
C1 0.30089 -0.46516 -2.79745
C2 0.88688 -0.96742 -1.47842
C3 2.19147 -0.33626 -1.04099
S1 2.48966 1.41687 -1.39469
H1 0.88195 -0.58464 -3.73205
H2 1.09857 -2.01427 -1.63414
H3 0.06171 -0.87865 -0.78776
H4 2.27015 -0.55879 0.02137
H5 3.05448 -0.84194 -1.40540
H6 1.27524 1.68739 -1.86119
O2 0.79986 -3.02529 0.59130
H7 1.28776 -3.39786 1.31907
H8 0.13501 -2.50058 1.01963
O3 -1.93370 -1.80041 2.57811
H9 -1.48272 -1.05307 3.00014
H10 -2.71576 -1.34277 2.30684
O4 -1.49598 2.74895 1.53842
H11 -0.86019 3.46550 1.46628
H12 -1.53375 2.37349 0.62751
O5 -0.06903 0.52998 2.79287
H13 -0.03361 0.64051 3.71294
H14 -0.53588 1.30377 2.45643
O6 -1.58470 1.98348 -1.13267
H15 -1.18016 1.45072 -1.80465
H16 -2.44849 2.29729 -1.53788

The calculation puts the orbital gap at 9.68 eV. The value obtained for the HOMO energy is -9.189 eV. As for the SMILES: O=CCCS.O.O.O.O.O.



# 4
Computed, not measured: the ion C2H6N3S with charge +1 in a non-equilibrium geometry, with wB97M-V/def2-TZVPD.

Atoms and positions in Å:
N1 -1.50712 0.95765 -0.00288
C1 -0.24023 0.62626 -0.00199
N2 0.03837 -0.76969 0.11532
C2 1.46280 -1.13693 -0.03174
S1 2.37336 0.52543 0.02146
N3 0.81976 1.31211 -0.20370
H1 -1.72256 1.97446 -0.05336
H2 -2.22498 0.26598 0.29676
H3 -0.69573 -1.32212 -0.28508
H4 1.90156 -1.62081 0.88243
H5 1.74474 -1.82449 -0.97301
H6 0.96727 2.25170 0.18849

The relative energy (zero: lowest compared OMol25 entry of this formula, charge and spin) is 0.603 eV. The calculation puts the orbital gap at 9.46 eV. The value obtained for the HOMO energy is -13.337 eV. As for the SMILES: [NH2+]=C1NCSN1. As for the net charge: +1.



# 5
Computed, not measured: a cluster of 2 separate species, C3H11N2O in total, with wB97M-V/def2-TZVPD.

Atoms and positions in Å:
C1 -1.49410 2.00672 0.36548
C2 -0.70123 0.91352 1.01630
O1 -0.41209 -0.13120 0.40790
N1 -0.44631 1.03399 2.32294
H1 -1.42894 2.93358 0.92925
H2 -2.52080 1.66628 0.26701
H3 0.12458 0.30973 2.73614
H4 -0.47814 1.89376 2.85881
H5 -1.10477 2.20035 -0.62906
C3 0.60288 -2.01907 -1.71906
N2 1.54383 -1.21088 -0.85054
H6 2.22305 -1.83109 -0.41552
H7 2.03219 -0.52985 -1.42710
H8 0.93345 -0.71408 -0.13067
H9 -0.20423 -1.35456 -1.99314
H10 0.22177 -2.82722 -1.11183
H11 1.10885 -2.34000 -2.62693

The relative energy (zero: lowest compared OMol25 entry of this formula, charge and spin) is 0.002 eV. The calculation puts the orbital gap at 11.37 eV. The value obtained for the HOMO energy is -14.474 eV. As for the net charge: +1.



# 6
Computed, not measured: a structure of composition C2H3Br2N in a non-equilibrium geometry, with wB97M-V/def2-TZVPD.

Atoms and positions in Å:
C1 -0.39312 -0.05986 -1.14956
C2 0.70208 0.10369 1.91136
N1 -1.47080 0.33467 -0.62714
Br1 1.41031 -1.42962 1.08274
Br2 1.70809 1.62372 1.54284
H1 0.04118 0.68715 -1.81751
H2 -0.04600 -1.02253 -1.10211
H3 -1.95173 -0.23722 0.15939

The relative energy (zero: lowest compared OMol25 entry of this formula, charge and spin) is 3.907 eV. The calculation puts the orbital gap at 8.07 eV. The value obtained for the HOMO energy is -9.502 eV.



Which value of orbital gap does entry 6 give?
8.07 eV



Copy entry 6 word for word.
Computed, not measured: a structure of composition C2H3Br2N in a non-equilibrium geometry, with wB97M-V/def2-TZVPD.

Atoms and positions in Å:
C1 -0.39312 -0.05986 -1.14956
C2 0.70208 0.10369 1.91136
N1 -1.47080 0.33467 -0.62714
Br1 1.41031 -1.42962 1.08274
Br2 1.70809 1.62372 1.54284
H1 0.04118 0.68715 -1.81751
H2 -0.04600 -1.02253 -1.10211
H3 -1.95173 -0.23722 0.15939

The relative energy (zero: lowest compared OMol25 entry of this formula, charge and spin) is 3.907 eV. The calculation puts the orbital gap at 8.07 eV. The value obtained for the HOMO energy is -9.502 eV.



Which of these has the highest orbital gap?
C3H11N2O